{"formula": "C9H18F6NOPRb", "method": "the ωB97M-V functional and the def2-TZVPD basis", "symbols": ["Rb", "C", "C", "C", "C", "C", "C", "N", "O", "C", "C", "C", "H", "H", "H", "H", "H", "H", "H", "H", "H", "H", "H", "H", "H", "H", "H", "H", "H", "H", "P", "F", "F", "F", "F", "F", "F"], "positions_angstrom": [[-2.82, -3.08, -3.59], [1.14, 2.59, -0.72], [2.37, 1.68, -0.56], [3.39, 2.29, 0.52], [2.81, 2.33, 1.95], [1.72, 1.22, 2.17], [1.76, -0.11, 1.33], [1.96, 0.31, -0.13], [1.25, -0.44, -1.18], [0.45, -0.87, 1.63], [2.87, -0.99, 1.92], [3.31, 1.57, -1.84], [0.81, 2.60, -1.76], [1.42, 3.54, -0.27], [0.22, 2.34, -0.19], [3.82, 3.20, 0.11], [4.21, 1.58, 0.51], [2.37, 3.24, 2.34], [3.72, 2.04, 2.48], [0.71, 1.63, 2.19], [1.85, 0.94, 3.22], [0.48, -1.78, 1.02], [-0.38, -0.26, 1.26], [0.24, -1.11, 2.67], [2.61, -1.52, 2.83], [3.79, -0.40, 1.97], [3.12, -1.69, 1.12], [2.68, 1.15, -2.62], [4.13, 0.95, -1.49], [3.77, 2.55, -2.00], [-8.60, -3.67, -2.10], [-7.61, -2.65, -1.18], [-9.81, -2.77, -1.62], [-8.27, -2.55, -3.22], [-9.45, -4.52, -3.17], [-7.27, -4.47, -2.53], [-8.81, -4.86, -1.07]], "mulliken_charge": [0.909, -1.592, 1.445, -1.433, -0.779, -1.247, 1.513, 0.347, -0.913, -1.745, -1.856, -1.643, 0.391, 0.299, 0.279, 0.540, 0.406, 0.294, 0.374, 0.466, 0.497, 0.348, 0.377, 0.375, 0.347, 0.394, 0.449, 0.410, 0.380, 0.366, 1.139, -0.402, -0.327, -0.361, -0.346, -0.368, -0.336], "charge": -1, "homo_lumo_gap_ev": 2.40}

{"formula": "C8H22F2NO6S2", "method": "the ωB97M-V functional and the def2-TZVPD basis", "symbols": ["N", "S", "F", "S", "O", "O", "F", "H", "H", "C", "O", "C", "C", "O", "C", "H", "H", "H", "H", "H", "H", "H", "H", "H", "H", "C", "O", "C", "C", "O", "C", "H", "H", "H", "H", "H", "H", "H", "H", "H", "H"], "positions_angstrom": [[-2.94, 4.02, -2.50], [-4.09, 3.29, -3.33], [-3.94, 1.81, -2.90], [-6.00, 3.67, -2.30], [-6.82, 4.05, -3.37], [-6.20, 2.61, -1.41], [-5.53, 4.93, -1.53], [-2.48, 4.76, -3.02], [-3.13, 4.26, -1.53], [-0.46, -0.82, 0.17], [-0.52, 0.12, 1.23], [-0.17, 1.43, 0.85], [-1.40, 2.30, 0.70], [-2.22, 1.87, -0.39], [-3.33, 1.09, 0.03], [-0.94, -1.74, 0.51], [-0.99, -0.46, -0.72], [0.58, -1.05, -0.09], [0.42, 1.43, -0.07], [0.45, 1.86, 1.65], [-1.09, 3.33, 0.48], [-1.98, 2.30, 1.63], [-4.10, 1.73, 0.49], [-3.06, 0.30, 0.73], [-3.76, 0.62, -0.86], [3.41, -1.15, 0.53], [2.79, -2.40, 0.31], [3.63, -3.33, -0.37], [4.25, -4.32, 0.58], [5.15, -3.70, 1.48], [4.62, -3.49, 2.77], [2.78, -0.59, 1.23], [4.41, -1.26, 0.95], [3.47, -0.59, -0.41], [4.41, -2.80, -0.92], [3.01, -3.87, -1.09], [4.82, -5.05, 0.00], [3.47, -4.86, 1.13], [4.55, -4.44, 3.32], [3.63, -3.03, 2.73], [5.30, -2.83, 3.31]], "mulliken_charge": [-0.272, 0.469, -0.063, 1.115, -0.423, -0.357, -0.132, 0.341, 0.291, -0.524, -0.371, -0.488, -0.702, -0.193, -0.820, 0.238, 0.282, 0.190, 0.344, 0.392, 0.372, 0.367, 0.319, 0.408, 0.227, -0.833, -0.277, -0.582, -0.517, -0.377, -0.669, 0.202, 0.471, 0.303, 0.360, 0.374, 0.370, 0.334, 0.323, 0.260, 0.246], "charge": 1, "homo_lumo_gap_ev": 5.21}

{"formula": "C4H6N2O", "method": "the ωB97M-V functional and the def2-TZVPD basis", "symbols": ["N", "C", "C", "O", "N", "C", "C", "H", "H", "H", "H", "H", "H"], "positions_angstrom": [[1.03, -1.34, -1.12], [0.29, -0.69, -0.06], [0.60, 0.75, -0.20], [1.64, 1.07, -0.84], [-0.37, 1.50, 0.31], [-1.45, 0.65, 0.70], [-1.16, -0.63, 0.42], [1.05, -2.34, -0.83], [0.99, -1.06, 0.69], [1.86, -0.01, -1.21], [-0.37, 2.50, 0.31], [-2.31, 1.10, 1.18], [-1.79, -1.49, 0.65]], "mulliken_charge": [-0.970, 0.720, -0.261, -0.519, 0.026, -0.439, -0.421, 0.185, 0.298, 0.423, 0.225, 0.394, 0.340], "homo_lumo_gap_ev": 7.80}

{"formula": "C13H19Cl2NPb", "method": "the ωB97M-V functional and the def2-TZVPD basis", "symbols": ["Pb", "Cl", "Cl", "C", "H", "H", "C", "C", "H", "C", "H", "C", "H", "H", "C", "H", "H", "C", "H", "H", "H", "H", "C", "C", "C", "C", "N", "C", "C", "H", "H", "H", "H", "H", "H", "H"], "positions_angstrom": [[0.46, 0.10, -0.49], [0.56, -2.45, -0.78], [1.81, 2.21, 0.18], [2.77, -0.09, -2.16], [3.36, 0.45, -1.43], [3.09, -1.10, -2.43], [-1.45, 0.83, -1.15], [1.73, 0.47, -2.85], [-2.23, 0.78, -0.38], [1.02, -0.37, -3.88], [1.52, 1.55, -2.84], [-0.29, 0.23, -4.42], [1.69, -0.49, -4.74], [0.85, -1.38, -3.45], [-1.53, 0.05, -3.52], [-0.14, 1.30, -4.62], [-0.51, -0.26, -5.38], [-1.74, 1.26, -2.52], [-2.42, -0.01, -4.17], [-1.47, -0.90, -2.98], [-0.95, 2.02, -2.73], [-2.73, 1.70, -2.73], [-0.39, -0.67, 6.24], [-0.30, -0.48, 4.76], [0.94, -0.62, 4.12], [1.01, -0.45, 2.74], [-0.07, -0.16, 1.99], [-1.26, -0.02, 2.59], [-1.41, -0.17, 3.97], [-0.05, -1.67, 6.53], [0.26, 0.06, 6.76], [-1.42, -0.53, 6.58], [1.86, -0.86, 4.65], [1.96, -0.53, 2.20], [-2.11, 0.23, 1.95], [-2.41, -0.04, 4.40]], "mulliken_charge": [1.137, -0.527, -0.534, -0.719, 0.352, 0.245, -0.871, -0.483, 0.315, -0.491, 0.527, -0.823, 0.396, 0.324, -0.583, 0.345, 0.375, -0.424, 0.354, 0.397, 0.249, 0.360, -1.375, 1.186, -0.831, -0.145, -0.119, -0.185, -0.728, 0.320, 0.320, 0.348, 0.365, 0.370, 0.245, 0.305], "homo_lumo_gap_ev": [6.96, 6.50]}

{"formula": "C11H15N2S", "method": "the ωB97M-V functional and the def2-TZVPD basis", "symbols": ["C", "C", "C", "C", "C", "C", "C", "C", "C", "C", "C", "N", "N", "S", "H", "H", "H", "H", "H", "H", "H", "H", "H", "H", "H", "H", "H", "H", "H"], "positions_angstrom": [[3.57, 1.45, 0.04], [2.36, 2.11, 0.25], [0.59, -2.09, -0.21], [0.05, -0.88, 0.03], [1.15, 0.13, 0.07], [3.65, 0.07, 0.00], [2.39, -0.51, -0.12], [-1.64, 0.20, -1.42], [-1.74, 0.49, 1.23], [-2.39, -1.67, 0.14], [-1.44, -0.47, 0.02], [1.14, 1.45, 0.29], [4.85, -0.58, 0.09], [2.25, -2.24, -0.30], [4.42, 2.06, 0.15], [2.21, 3.20, 0.48], [0.04, -2.87, -0.48], [-2.61, 0.33, -1.89], [-1.17, 1.10, -1.42], [-0.96, -0.33, -2.04], [-1.57, 1.58, 1.12], [-2.78, 0.54, 1.19], [-1.42, 0.02, 2.06], [-2.45, -1.93, 1.24], [-3.34, -1.37, -0.11], [-2.22, -2.41, -0.54], [0.23, 1.96, 0.29], [5.71, -0.17, -0.12], [4.95, -1.56, 0.12]], "mulliken_charge": [-0.805, -0.336, -0.535, -0.130, -0.657, 1.235, 0.223, -1.729, -1.955, -2.013, 2.084, 0.059, -0.426, -0.266, 0.397, 0.374, 0.568, 0.359, 0.532, 0.502, 0.416, 0.542, 0.478, 0.332, 0.514, 0.609, 0.244, 0.217, 0.167], "charge": 1, "homo_lumo_gap_ev": 8.74}

{"formula": "C4H14O2S", "method": "the ωB97M-V functional and the def2-TZVPD basis", "symbols": ["C", "C", "C", "C", "S", "H", "H", "H", "H", "H", "H", "H", "H", "H", "H", "O", "H", "H", "O", "H", "H"], "positions_angstrom": [[0.73, -1.95, 2.99], [0.82, -0.48, 2.56], [-0.50, 0.00, 1.97], [-0.34, 1.28, 1.10], [-1.89, 2.21, 1.02], [1.67, -2.42, 3.24], [0.21, -2.56, 2.25], [0.08, -1.97, 3.86], [1.02, 0.08, 3.46], [1.59, -0.33, 1.81], [-0.99, -0.77, 1.37], [-1.22, 0.26, 2.74], [0.34, 1.92, 1.66], [0.13, 1.00, 0.19], [-2.15, 1.94, -0.27], [3.43, 1.04, -3.05], [2.66, 0.65, -2.63], [3.49, 1.95, -2.75], [-0.74, -3.67, -5.80], [-1.58, -4.02, -5.50], [-0.97, -2.98, -6.42]], "mulliken_charge": [-1.254, -0.357, -0.549, -0.735, -0.222, 0.346, 0.336, 0.317, 0.263, 0.366, 0.291, 0.397, 0.288, 0.390, 0.122, -0.638, 0.319, 0.319, -0.641, 0.320, 0.321], "homo_lumo_gap_ev": 9.52, "smiles": "CCCCS.O.O"}

For reference, total energy by record: -39414.7680; -49520.9571; -9269.8484; -45569.4646; -25458.8440; -19304.9167 eV.